Record 1
Computed, not measured: a structure of composition C53H37Cl4N5O4PdS, with ωB97M-V with the def2-TZVPD basis set.

Each line ends with the Löwdin charge.
Atoms and positions in Å:
Pd -0.3863 0.2671 0.0810  1.36
Cl -8.9966 -3.0802 1.9712  0.68
C -7.4144 -2.4628 1.6211  -0.67
C -6.6860 -3.0052 0.5750  -0.09
C -5.4227 -2.5053 0.2999  -0.02
C -4.8830 -1.4715 1.0589  -0.22
C -5.6312 -0.9460 2.1082  -0.02
C -6.8964 -1.4356 2.3930  -0.09
C -3.5224 -0.9400 0.7583  -0.06
C -2.4277 -1.7381 1.0754  -0.21
C -2.5211 -3.0222 1.7121  0.03
C -1.2602 -3.4288 1.9776  0.03
C -0.3734 -2.3976 1.5177  -0.21
C 1.0071 -2.4389 1.6594  -0.04
C 1.6148 -3.5832 2.3936  -0.20
C 1.3355 -3.7795 3.7443  -0.03
C 1.9005 -4.8423 4.4301  -0.10
C 2.7459 -5.7100 3.7542  -0.66
Cl 3.4521 -7.0419 4.6171  0.67
C 3.0393 -5.5298 2.4132  -0.07
C 2.4716 -4.4621 1.7351  -0.01
C 1.8537 -1.4757 1.1325  -0.19
N 1.4957 -0.3964 0.3741  0.04
C 2.6460 0.2584 0.0391  -0.21
C 2.7545 1.4061 -0.7377  -0.07
C 4.1222 1.8478 -1.1285  -0.20
C 4.9166 1.0158 -1.9163  -0.01
C 6.1929 1.4011 -2.2936  -0.08
C 6.6781 2.6290 -1.8747  -0.66
Cl 8.2742 3.1213 -2.3387  0.68
C 5.9109 3.4693 -1.0835  -0.09
C 4.6349 3.0747 -0.7149  -0.03
C 1.6597 2.1467 -1.1688  -0.23
C 1.7361 3.3099 -2.0031  0.02
C 0.4777 3.7799 -2.1596  0.02
C -0.3997 2.9072 -1.4362  -0.22
N 0.3426 1.9064 -0.8664  0.00
C -1.7786 3.0677 -1.3559  -0.08
C -2.6285 2.1510 -0.7509  -0.23
C -4.0524 2.3089 -0.6465  0.02
C -4.5397 1.1856 -0.0754  0.03
C -3.4217 0.3325 0.2110  -0.21
N -2.2729 0.9515 -0.2000  0.01
C -2.3743 4.2939 -1.9596  -0.21
C -2.1258 5.5452 -1.4017  -0.02
C -2.6713 6.6928 -1.9549  -0.09
C -3.4713 6.5867 -3.0809  -0.67
Cl -4.1559 8.0174 -3.7810  0.68
C -3.7329 5.3536 -3.6552  -0.09
C -3.1833 4.2135 -3.0902  -0.02
C 3.7685 -0.4324 0.6106  0.04
C 3.2826 -1.4940 1.2835  0.05
N -1.1115 -1.4048 0.9399  0.02
H -7.1063 -3.8063 -0.0169  0.11
H -4.8495 -2.9237 -0.5187  0.13
H -5.2151 -0.1500 2.7137  0.13
H -7.4761 -1.0305 3.2107  0.11
H -3.4432 -3.5293 1.9401  0.12
H -0.9402 -4.3411 2.4516  0.12
H 0.6801 -3.0909 4.2644  0.12
H 1.6955 -4.9978 5.4802  0.10
H 3.7034 -6.2031 1.8884  0.12
H 2.7276 -4.3324 0.6887  0.08
H 4.5363 0.0522 -2.2324  0.12
H 6.8064 0.7523 -2.9031  0.11
H 6.3149 4.4167 -0.7550  0.11
H 4.0367 3.7197 -0.0832  0.13
H 2.6453 3.7068 -2.4207  0.12
H 0.1596 4.6347 -2.7315  0.12
H -4.6010 3.1751 -0.9743  0.12
H -5.5666 0.9474 0.1435  0.12
H -1.5073 5.6198 -0.5155  0.13
H -2.4843 7.6629 -1.5159  0.11
H -4.3559 5.2904 -4.5365  0.11
H -3.3792 3.2479 -3.5397  0.13
H 4.7957 -0.1303 0.5066  0.13
H 3.8308 -2.2395 1.8316  0.13
N -0.5393 -0.6411 -1.9024  0.05
C 0.3930 -1.7075 -2.1523  -0.31
C 1.6042 -1.3933 -2.7459  -0.04
C 2.6039 -2.3501 -2.7854  -0.04
C 2.3815 -3.6060 -2.2374  -0.24
C 1.1335 -3.9304 -1.7184  -0.04
C 0.1285 -2.9782 -1.6684  -0.03
S 3.7319 -4.7965 -2.1600  0.42
O 3.3430 -5.8220 -3.1035  -0.33
O 3.7009 -5.2178 -0.7627  -0.36
O 4.8965 -4.0109 -2.5243  -0.35
H -0.3660 0.1363 -2.5360  0.11
H -1.5048 -0.9273 -2.0363  0.12
H 1.7816 -0.3898 -3.1241  0.11
H 3.5779 -2.1400 -3.2077  0.11
H 0.9724 -4.9238 -1.3187  0.13
H -0.8320 -3.2030 -1.2096  0.11
C 1.1526 1.9756 3.4128  -0.04
C 0.2589 2.2007 2.2011  -0.53
C -0.8074 3.2595 2.4458  -0.04
O -0.3650 0.9621 1.9075  -0.26
H 1.6990 2.8857 3.6678  0.08
H 1.8716 1.1816 3.2045  0.07
H 0.5505 1.6798 4.2737  0.08
H 0.8894 2.5282 1.3693  0.11
H -1.4307 2.9692 3.2935  0.08
H -1.4480 3.3608 1.5667  0.06
H -0.3576 4.2309 2.6617  0.08

Cartesian forces, eV/Å:
-0.05 0.02 0.00
0.00 0.00 0.00
0.01 0.00 0.00
-0.01 0.00 0.00
0.00 0.02 -0.02
-0.02 -0.01 0.01
0.01 -0.01 0.01
0.00 0.00 0.01
0.03 0.03 -0.01
-0.05 0.06 0.04
0.00 0.01 -0.01
0.02 0.02 0.02
-0.01 -0.05 -0.01
0.05 -0.08 0.04
-0.02 -0.04 0.02
-0.02 -0.02 0.02
-0.01 0.02 0.01
0.00 0.01 -0.01
0.00 0.00 0.00
0.00 0.00 0.01
-0.07 0.17 0.07
0.06 0.01 -0.05
-0.01 0.05 0.04
0.01 0.02 -0.02
-0.04 0.02 0.03
0.00 0.00 -0.05
-0.02 0.03 0.00
-0.01 -0.02 0.00
0.00 0.01 0.01
0.00 0.00 0.00
0.01 0.01 0.00
-0.03 -0.03 0.01
-0.02 -0.09 -0.10
0.02 0.02 0.03
0.00 0.03 0.01
0.01 -0.05 -0.01
-0.02 -0.01 0.07
0.01 -0.02 0.00
0.00 0.08 0.07
0.02 -0.02 -0.01
-0.01 0.03 0.03
0.01 -0.12 -0.01
0.03 -0.06 -0.08
-0.02 0.03 -0.04
-0.01 -0.04 0.03
0.00 0.01 0.01
0.00 0.00 0.00
0.00 0.00 0.00
-0.01 -0.01 -0.01
0.04 0.00 0.01
-0.02 0.02 -0.05
-0.06 -0.02 0.02
0.03 0.05 -0.03
0.00 0.00 0.00
0.00 0.00 0.00
0.00 0.00 0.00
0.00 0.00 0.00
0.00 0.00 -0.01
0.00 0.00 -0.02
0.00 0.00 0.01
0.00 0.00 0.00
-0.02 0.01 -0.02
-0.05 -0.05 0.07
-0.01 -0.02 0.00
0.00 0.00 0.00
0.00 0.00 0.00
-0.01 0.01 0.00
0.02 0.00 0.00
-0.02 0.02 0.00
0.00 0.01 -0.03
0.00 -0.01 -0.01
0.02 0.00 0.00
0.00 0.00 0.00
0.00 0.00 0.00
0.00 -0.01 0.00
0.01 0.00 -0.01
0.01 -0.01 0.01
-0.10 0.33 0.14
0.10 0.07 0.03
0.02 0.01 0.08
-0.02 -0.07 0.05
0.08 0.03 -0.02
0.02 -0.02 0.02
-0.01 -0.05 0.05
-0.05 0.09 -0.20
0.03 -0.04 0.04
0.12 -0.10 -0.10
0.00 -0.04 0.05
-0.02 -0.02 0.02
-0.03 -0.07 0.13
-0.02 -0.01 0.00
0.00 -0.01 0.00
0.00 -0.01 -0.01
0.08 0.01 -0.06
-0.01 -0.05 0.00
0.07 0.12 -0.03
0.00 -0.01 -0.06
-0.05 -0.17 -0.24
-0.02 0.01 -0.01
0.00 0.02 0.00
0.01 -0.01 0.00
0.04 -0.04 0.03
-0.01 0.00 -0.01
0.00 0.01 0.01
0.01 -0.01 0.01

Computed properties:
Frontier orbital gap (alpha / beta): 5.78 / 5.78 eV
LUMO level (alpha / beta): -0.0847 / -0.0848 hartree
E_HOMO (alpha / beta): -8.087 / -8.087 eV
Spin multiplicity: 1



Record 2
Computed, not measured: a structure of composition C53H43AuBrF3N2O2PSb, with ωB97M-V with the def2-TZVPD basis set.

Each line ends with the Löwdin charge.
Atoms and positions in Å:
Au 0.0118 -0.2292 -0.3070  0.91
C -1.9997 -1.6425 -3.5749  -0.05
C -3.0424 -2.3403 -2.7471  -0.26
C -4.1872 -2.8144 -3.3844  -0.02
C -5.1819 -3.4763 -2.6868  -0.03
C -5.0455 -3.7097 -1.3244  -0.04
C -3.9166 -3.2627 -0.6664  -0.08
C -2.9184 -2.5756 -1.3723  -0.31
P -1.4535 -2.1392 -0.4211  1.07
C -1.8543 -2.1776 1.3432  -0.33
C -1.0950 -3.0087 2.1706  -0.08
C -1.2802 -2.9888 3.5429  -0.05
C -2.2381 -2.1478 4.0882  -0.04
C -3.0019 -1.3323 3.2657  -0.02
C -2.8165 -1.3097 1.8879  -0.27
C -3.6350 -0.3777 1.0410  -0.03
C -0.2354 -3.3954 -0.8052  -0.33
C -0.5463 -4.5898 -1.4411  -0.03
C 0.4812 -5.4588 -1.7894  -0.04
C 1.7960 -5.1219 -1.5106  -0.03
C 2.1006 -3.9146 -0.8886  -0.01
C 1.0808 -3.0454 -0.5348  -0.32
C 1.3923 -1.7479 0.1460  -0.24
H -1.6404 -2.3039 -4.3644  0.10
H -1.1344 -1.3392 -2.9846  0.04
H -2.4138 -0.7588 -4.0591  0.09
H -4.2887 -2.6687 -4.4530  0.13
H -6.0640 -3.8221 -3.2088  0.12
H -5.8114 -4.2430 -0.7784  0.12
H -3.8020 -3.4555 0.3922  0.11
H -0.3760 -3.6934 1.7371  0.11
H -0.6864 -3.6305 4.1794  0.12
H -2.3914 -2.1234 5.1589  0.12
H -3.7660 -0.6998 3.7004  0.12
H -4.1719 0.3379 1.6611  0.10
H -4.3705 -0.9195 0.4441  0.09
H -3.0062 0.1843 0.3511  0.04
H -1.5734 -4.8417 -1.6718  0.12
H 0.2527 -6.3846 -2.2989  0.12
H 2.5970 -5.7901 -1.7969  0.12
H 3.1319 -3.6584 -0.6779  0.12
H 2.3952 -1.4288 -0.1152  0.01
H 1.3071 -1.8063 1.2337  0.07
C -1.9180 1.3276 -2.2791  -0.05
O -1.4504 1.4619 -0.9223  -0.27
C -2.1335 2.4412 -0.1833  -0.22
C -3.4502 2.7592 -0.4650  -0.07
C -4.0691 3.7630 0.2689  -0.66
Br -5.8763 4.1572 -0.0764  0.82
C -3.3656 4.4940 1.2047  -0.04
C -2.0293 4.1914 1.4639  -0.05
C -1.4548 3.0942 0.8289  -0.20
O -0.2153 2.6156 1.1554  -0.07
C -1.2539 5.1470 2.2762  -0.26
N -1.8193 6.0751 2.9900  0.19
C -0.7923 6.9074 3.4000  -0.21
C -0.8485 8.0905 4.1395  0.00
C 0.3280 8.7811 4.3288  -0.07
C 1.5472 8.3103 3.8092  -0.07
C 1.6216 7.1424 3.0785  -0.03
C 0.4282 6.4494 2.8938  -0.19
N 0.1161 5.2966 2.1950  0.17
H -2.1440 2.3125 -2.6826  0.12
H -2.7992 0.6876 -2.3161  0.09
H -1.1043 0.8835 -2.8438  0.08
H -4.0093 2.2329 -1.2241  0.11
H -3.8108 5.3301 1.7252  0.12
H -0.0144 2.8471 2.0751  0.07
H -1.7890 8.4464 4.5367  0.12
H 0.3186 9.7140 4.8754  0.11
H 2.4471 8.8865 3.9775  0.11
H 2.5557 6.8078 2.6471  0.10
H 0.7627 4.7552 1.6478  0.13
F 2.7274 4.6594 5.6369  0.11
C 2.6369 3.9492 4.5182  -0.27
C 1.6963 2.9363 4.4440  0.03
C 1.6123 2.2004 3.2715  -0.15
C 2.4344 2.5000 2.1827  -0.38
C 3.3914 3.5062 2.3003  -0.09
C 3.4949 4.2393 3.4720  0.01
Sb 2.4241 1.3066 0.4350  1.64
C 4.4722 0.8105 0.4448  -0.38
C 4.8895 -0.2287 1.2785  -0.12
C 6.2332 -0.5397 1.3948  0.02
C 7.1433 0.1976 0.6576  -0.26
F 8.4356 -0.1029 0.7511  0.11
C 6.7592 1.2369 -0.1711  0.03
C 5.4116 1.5399 -0.2807  -0.11
C 2.2738 2.5298 -1.2895  -0.38
C 1.3426 3.5605 -1.4145  -0.11
C 1.1781 4.2264 -2.6187  0.02
C 1.9393 3.8318 -3.7041  -0.27
F 1.7681 4.4536 -4.8700  0.10
C 2.8569 2.8007 -3.6242  0.02
C 3.0097 2.1441 -2.4134  -0.14
H 1.0620 2.7315 5.2956  0.14
H 0.9194 1.3656 3.2290  0.11
H 4.0644 3.7274 1.4794  0.11
H 4.2284 5.0252 3.5892  0.13
H 4.1714 -0.7984 1.8587  0.10
H 6.5826 -1.3341 2.0395  0.13
H 7.5097 1.7932 -0.7155  0.13
H 5.1128 2.3604 -0.9190  0.10
H 0.7269 3.8561 -0.5782  0.08
H 0.4716 5.0385 -2.7257  0.13
H 3.4308 2.5240 -4.4980  0.13
H 3.7157 1.3243 -2.3589  0.10

Cartesian forces, eV/Å:
0.95 0.00 0.50
0.12 -0.20 0.00
0.00 -0.07 -0.01
0.01 0.02 0.00
0.00 -0.03 -0.02
0.00 -0.04 0.03
0.01 0.02 -0.07
-0.12 0.44 0.02
0.08 0.07 0.32
0.02 -0.14 -0.03
-0.08 -0.07 -0.03
0.02 0.00 0.00
0.01 0.01 0.02
0.00 -0.01 -0.01
0.03 -0.01 0.04
-0.10 -0.09 0.02
0.01 0.05 -0.19
-0.01 -0.08 0.12
0.00 0.01 -0.01
-0.01 -0.01 0.02
0.02 -0.01 0.12
-0.03 0.05 -0.17
-0.01 -0.07 0.02
0.00 -0.01 0.01
0.03 -0.02 -0.03
0.00 -0.02 -0.04
-0.02 0.05 0.01
0.00 -0.01 0.00
0.00 0.00 0.00
-0.02 0.02 0.01
0.02 0.01 0.02
-0.02 -0.02 -0.01
-0.03 -0.03 0.00
0.04 0.05 0.00
0.03 0.03 -0.01
-0.02 0.01 0.01
-0.01 -0.03 -0.04
0.00 0.01 -0.01
0.00 -0.01 0.01
0.00 0.00 0.00
0.01 0.02 -0.06
0.02 -0.02 -0.03
0.00 0.01 0.00
0.16 0.03 -0.08
0.13 0.14 0.22
-0.26 -0.10 -0.20
-0.02 0.00 0.03
0.05 -0.01 0.01
-0.01 0.00 0.00
0.00 0.02 -0.05
-0.01 0.05 -0.08
-0.03 -0.04 0.06
0.09 0.04 -0.09
-0.06 0.03 0.01
0.01 -0.08 0.09
-0.02 0.02 -0.03
0.01 -0.02 0.03
0.01 -0.03 0.03
-0.01 0.00 -0.03
0.02 0.00 0.03
-0.02 0.00 -0.01
0.02 -0.02 0.02
0.00 0.00 0.01
0.00 0.00 0.01
0.01 0.00 0.00
0.00 0.01 -0.01
0.00 0.02 -0.03
0.02 0.03 -0.03
-0.01 0.02 -0.03
0.01 -0.02 0.04
-0.01 0.02 -0.02
-0.01 -0.01 0.02
-0.01 0.04 -0.07
0.00 0.00 0.00
-0.03 0.04 -0.01
0.02 -0.01 -0.01
0.19 -0.11 0.10
-0.01 -0.18 0.18
-0.06 0.01 -0.13
0.00 0.00 0.01
-1.03 0.63 -0.60
-0.13 -0.55 -0.07
-0.01 0.02 -0.02
0.00 -0.01 -0.01
0.00 0.00 0.00
0.00 0.01 0.01
0.00 0.00 0.01
-0.02 0.07 0.06
0.01 -0.04 -0.04
0.06 0.07 0.06
-0.02 -0.02 -0.01
-0.01 -0.01 -0.01
0.03 0.02 0.01
-0.03 -0.02 -0.02
-0.02 -0.01 0.01
0.01 -0.01 0.01
-0.03 0.03 -0.01
0.01 0.01 0.02
0.00 0.00 -0.01
0.01 0.00 0.01
0.01 0.00 0.00
0.00 0.00 0.00
0.01 0.00 0.00
0.03 0.03 0.05
0.00 0.00 0.00
-0.01 -0.01 0.00
0.00 0.00 -0.02

Computed properties:
Frontier orbital gap: 4.77 eV
LUMO level: -0.2717 hartree
Charge: +2
E_HOMO: -12.161 eV
Spin multiplicity: 1
Relative energy (zero: lowest compared OMol25 entry of this formula, charge and spin): 2.917 eV